1.
C5H12NO2P in the gas phase, computed with wB97M-V/def2-TZVPD.

Atoms and positions in Å:
P 1.790 -1.099 0.005
O 3.017 -1.436 -0.656
O -0.733 0.394 1.457
N 1.840 0.247 0.809
C 0.346 -1.076 -1.131
C -0.917 -0.359 -0.885
C -2.923 -0.618 0.906
C 3.060 0.970 1.247
C -1.336 -0.467 0.677
H -1.026 -1.503 0.993
H 3.632 0.503 2.115
H 0.252 -2.086 -1.304
H -3.063 -0.437 2.014
H -1.697 -0.836 -1.291
H 2.919 2.066 1.568
H -3.401 0.199 0.304
H -0.996 0.697 -1.282
H 3.706 1.077 0.356
H -3.440 -1.509 0.504
H 1.012 -0.611 -1.992
H 0.895 0.506 1.227

**HOMO**: -7.7 eV
**Frontier orbital gap**: 5.7 eV
**Multiplicity**: 1

***

2.
9 unconnected molecules or ions with the total composition C54H50O18, computed with wB97M-V/def2-TZVPD.

Atoms and positions in Å:
O -1.606 -3.575 -0.559
O 2.869 -5.308 -0.183
O -6.856 0.174 -1.652
O -1.529 -0.633 -2.863
O -0.214 1.762 -2.028
O 1.498 7.078 0.013
O -2.471 -0.335 7.147
O -3.399 -3.821 1.963
O -2.221 -7.066 0.787
O 4.211 4.189 3.031
O 4.763 1.034 -3.022
O -2.379 6.318 0.225
O 2.546 1.973 -1.692
O 6.589 3.029 -1.833
O 0.864 -2.582 3.678
O 2.168 0.011 0.259
O 2.877 -4.007 -3.680
O -7.427 -0.002 2.640
C -1.096 4.050 -2.300
C 1.765 5.856 -0.543
C -0.743 -2.752 -0.442
C -0.391 -0.419 6.141
C -6.104 -1.764 3.354
C -0.461 -5.663 1.479
C 1.469 -1.864 -0.988
C 4.570 -2.540 -2.662
C 1.341 -0.914 0.181
C 6.083 4.657 -0.135
C 4.335 -0.226 -3.333
C -0.829 -1.703 0.652
C 0.825 -5.279 1.225
C -3.256 0.756 -1.887
C 2.856 -1.793 -4.230
C 5.464 4.942 1.082
C -6.450 -0.888 2.326
C -1.594 5.213 -1.691
C -2.820 -0.392 -2.522
C -0.815 2.943 -1.508
C 1.720 4.821 0.425
C 1.985 3.506 0.095
C -5.121 -2.724 3.190
C -1.249 2.871 -0.215
C 3.243 -0.470 -4.104
C -4.352 -2.843 2.017
C -1.075 -6.424 0.458
C 4.723 3.961 1.725
C 0.100 -2.196 4.516
C -5.219 -1.109 -2.684
C 5.041 -1.239 -2.655
C 0.178 -0.930 1.022
C 3.441 -2.761 -3.463
C -1.787 -0.780 6.257
C -5.516 0.026 -1.964
C -4.817 -1.992 0.937
C -1.834 3.940 0.338
C -0.485 -6.463 -0.762
C 2.274 3.273 -1.240
C -5.941 -1.077 1.047
C 0.786 -6.033 -1.074
C -1.364 -2.532 4.533
C -2.224 -1.829 5.284
C -4.569 0.944 -1.540
C 0.429 -2.661 -1.304
C -3.828 -1.327 -2.943
C 5.318 2.357 0.068
C 2.078 5.659 -1.872
C 4.790 2.698 1.263
C 5.958 3.379 -0.678
C -1.923 5.194 -0.386
C 2.446 4.331 -2.181
C 1.479 -5.503 -0.017
C 0.489 -1.135 5.423
H -6.055 -1.752 -2.958
H 1.988 6.472 -2.606
H 6.666 5.420 -0.670
H -2.606 -7.380 -0.044
H 5.599 5.947 1.554
H 4.006 5.127 3.044
H -1.737 -1.761 1.254
H -7.647 0.601 1.895
H -2.193 3.944 1.358
H -0.797 -5.311 2.466
H -3.166 -3.940 1.022
H 2.533 4.159 -3.230
H -0.244 0.435 6.798
H 1.243 -6.370 -1.967
H 2.347 -1.718 -1.577
H -0.914 0.009 -2.526
H 2.496 1.265 -0.996
H -3.464 -2.108 -3.573
H 5.229 1.358 -0.359
H 3.328 -5.686 0.617
H 5.801 -0.837 -2.031
H 1.537 -0.810 5.362
H 1.517 5.069 1.485
H -2.423 6.039 1.135
H -0.961 -7.043 -1.549
H -0.886 3.934 -3.382
H -1.834 6.066 -2.284
H 1.975 2.659 0.828
H -4.834 1.938 -1.056
H 2.043 -2.064 -4.931
H 0.703 1.994 -2.256
H -6.712 -1.616 4.265
H 6.288 2.106 -2.059
H 4.049 1.557 -2.700
H -5.008 -3.481 3.982
H -1.156 1.900 0.261
H 4.379 1.993 1.958
H -3.245 -2.146 5.425
H -2.457 1.419 -1.757
H -1.709 -3.320 3.798
H 2.910 -4.482 -2.847
H 1.397 -4.764 2.037
H -7.091 1.096 -1.800
H 0.184 -0.235 1.889
H 2.759 0.345 -4.610
H -6.339 -0.611 0.200
H 4.942 -3.317 -2.050
H 0.362 -3.153 -2.242
H 1.990 7.750 -0.487
H -4.402 -2.085 -0.032

**HOMO**: -7.9 eV
**Frontier orbital gap**: 6.1 eV
**SMILES**: O=C1C=CC(=O)C=C1.O=C1C=CC(=O)C=C1.Oc1ccc(O)cc1.Oc1ccc(O)cc1.Oc1ccc(O)cc1.Oc1ccc(O)cc1.Oc1ccc(O)cc1.Oc1ccc(O)cc1.Oc1ccc(O)cc1
**Multiplicity**: 1

***

3.
A molecular structure, C29H24N6O4STi, computed with wB97M-V/def2-TZVPD.

Atoms and positions in Å:
Ti -0.974 -1.354 1.402
S -1.105 -5.808 1.152
O -2.314 -0.174 0.917
O 3.124 2.163 -3.879
O -1.029 -1.048 3.170
O 0.783 -1.682 1.272
N -0.112 1.065 3.380
N -1.741 -3.121 1.453
N -1.004 -1.531 -0.846
N -3.126 1.076 -4.484
N -2.216 1.328 -5.290
N -0.224 1.319 2.039
C 1.844 1.921 -4.254
C -0.479 2.299 -3.751
C 0.728 1.076 1.210
C -0.591 -2.265 -3.063
C -0.734 -1.642 7.275
C -1.824 -0.563 -1.343
C 1.486 1.180 -5.373
C -0.846 1.522 -4.853
C -0.453 -0.575 8.116
C -1.462 -4.272 1.341
C -0.215 0.686 7.578
C 0.617 1.681 -0.158
C 1.954 0.315 1.559
C -0.401 -2.348 -1.674
C -2.002 -0.343 -2.711
C -3.522 1.431 -2.144
C -0.529 -0.193 5.363
C -0.774 -1.451 5.900
C 4.152 1.485 -4.585
C 3.032 -1.884 2.092
C 1.917 -1.015 1.625
C -1.380 -1.273 -3.576
C -0.252 0.879 6.207
C -2.518 0.186 -0.356
C -0.554 -0.009 3.893
C 0.853 2.503 -3.461
C -3.353 1.182 -0.762
C 0.138 1.012 -5.676
C -2.841 0.740 -3.103
H 1.156 3.117 -2.622
H -3.899 1.752 -0.022
H 2.861 0.855 1.804
H 3.194 -2.708 1.395
H -4.197 2.214 -2.471
H 2.773 -2.318 3.060
H -1.547 -1.215 -4.643
H -0.425 -0.722 9.189
H 0.709 0.922 -0.937
H -0.003 1.522 8.233
H 1.443 2.384 -0.296
H -0.070 1.854 5.776
H 3.949 -1.308 2.198
H -0.924 -2.625 7.689
H 3.985 0.407 -4.582
H -0.999 -2.275 5.236
H 5.077 1.709 -4.065
H 2.234 0.755 -6.025
H -1.238 2.759 -3.133
H -0.328 2.211 -0.264
H -0.112 -2.988 -3.710
H 0.243 -3.101 -1.233
H -0.158 0.464 -6.564
H 4.224 1.839 -5.616

**HOMO**: -8.2 eV
**Frontier orbital gap**: 7.2 eV
**Multiplicity**: 1

***

4.
A molecular structure, C75H74ClN8O6S2Tc, computed with wB97M-V/def2-TZVPD.

Atoms and positions in Å:
Tc -0.255 0.008 0.226
Cl 7.301 -1.269 4.816
S -0.451 2.233 1.378
S -1.160 -0.695 2.470
O 1.942 1.939 2.645
O 4.778 -5.821 -2.424
O -8.530 -0.317 -0.497
O -1.739 2.424 -6.870
O 1.604 0.017 1.546
O -1.203 -6.131 1.042
N -3.038 -5.901 -0.248
N 3.666 -4.218 -1.241
N 1.252 0.507 -1.200
N -0.874 2.223 -4.773
N -1.474 1.321 -0.966
N -6.388 0.364 -0.831
N 0.544 -1.910 -0.183
N -2.131 -1.100 -0.126
C -0.098 3.368 -4.583
C -1.419 -4.485 -1.367
C -2.294 -5.570 -1.400
C -1.082 3.194 3.815
C 5.363 -1.275 2.943
C -0.704 -5.070 -3.612
C -3.431 0.735 -4.494
C 3.867 0.666 4.251
C -1.621 1.817 -5.826
C -0.608 -4.275 -2.488
C 4.168 -0.830 2.407
C 1.878 -2.065 0.082
C -1.018 1.960 2.968
C 0.856 -3.889 0.885
C -7.521 -0.304 -1.170
C 6.537 -1.151 -0.956
C -6.257 -1.998 -2.582
C -4.096 -5.354 2.533
C -1.359 -0.584 -5.051
C -1.332 -3.408 -0.363
C -3.716 -2.747 -0.200
C -4.304 -7.696 1.606
C 2.202 0.777 2.355
C 3.246 0.501 -2.316
C 2.822 -1.329 -0.662
C 4.196 -1.829 -0.847
C 3.335 -7.939 -1.542
C -2.741 1.662 -0.568
C -2.344 0.482 -5.548
C 2.560 1.588 -2.737
C -1.314 0.716 3.439
C -1.836 0.471 4.826
C 2.075 -3.228 0.856
C 3.906 -5.503 -1.640
C 5.212 -0.876 -0.700
C -1.023 2.356 -1.734
C -7.205 1.713 1.031
C 3.430 0.162 3.032
C -6.160 1.132 0.320
C 1.546 5.544 -4.056
C 5.923 -3.412 -1.435
C 0.132 4.319 -5.567
C -2.450 -7.126 3.198
C 0.496 3.513 -3.316
C 5.044 0.210 4.817
C -4.595 2.203 1.803
C 4.574 -3.148 -1.194
C 1.534 -6.321 -1.072
C 0.954 5.401 -5.298
C -7.439 -1.026 -2.526
C -4.838 1.370 0.715
C -3.638 0.794 0.083
C 5.796 -0.739 4.143
C -3.335 -6.600 2.067
C -0.039 -3.082 0.164
C -2.993 0.014 -6.854
C -5.636 2.785 2.499
C -3.095 2.922 -1.102
C -4.342 -1.612 0.197
C -2.323 -2.439 -0.308
C -2.404 -6.193 0.922
C 3.037 -6.564 -0.938
C 1.303 1.575 -2.044
C 0.266 2.460 -2.300
C -8.741 -1.808 -2.716
C 1.317 4.601 -3.070
C 2.442 -0.163 -1.331
C -6.941 2.528 2.116
C -7.323 0.038 -3.623
C 3.500 -6.576 0.529
C -1.610 -6.119 -3.643
C 6.890 -2.431 -1.349
C -3.367 -0.566 0.128
C -2.031 3.344 -1.858
C -2.389 -6.373 -2.531
H -8.169 0.720 -3.570
H 4.571 -6.774 0.578
H -3.771 -8.463 1.047
H -4.771 -8.168 2.468
H -4.113 -3.737 -0.306
H -5.102 -7.296 0.982
H -3.982 -6.226 -0.385
H -3.045 -7.391 4.068
H 0.991 -7.096 -0.533
H -5.556 0.212 -1.385
H -4.090 1.537 -4.822
H -3.567 2.361 2.092
H -1.839 -1.561 -5.046
H -1.898 -8.001 2.863
H -6.293 -2.563 -3.512
H -7.762 2.974 2.657
H -3.002 1.013 -3.534
H 4.210 0.160 -2.640
H 1.137 6.132 -6.071
H -1.111 0.779 5.578
H 3.801 -1.240 1.485
H 7.282 -0.377 -0.841
H -0.081 3.381 4.201
H 5.946 -2.016 2.418
H -5.295 -1.491 -2.538
H -4.762 -4.982 1.757
H -6.305 -2.701 -1.754
H 1.770 4.704 -2.095
H 5.388 0.600 5.763
H 1.206 -5.372 -0.662
H 3.304 -5.633 1.028
H -3.651 0.788 -7.241
H 4.403 -8.140 -1.528
H -8.755 -2.294 -3.689
H -9.592 -1.138 -2.640
H -4.691 -5.588 3.414
H -3.399 -4.559 2.786
H -8.842 -2.563 -1.940
H 2.190 6.386 -3.854
H -1.366 4.049 3.207
H -0.325 4.197 -6.534
H 3.285 1.425 4.752
H -4.041 3.410 -0.954
H 0.082 -3.443 -2.474
H -1.928 4.260 -2.410
H 2.816 -8.703 -0.964
H -5.372 -1.498 0.475
H -1.778 3.091 4.643
H -1.729 -6.364 3.479
H -6.409 0.618 -3.524
H 6.211 -4.418 -1.690
H 1.237 -6.359 -2.118
H 2.992 -7.981 -2.572
H -0.086 -4.855 -4.472
H 2.990 -3.492 1.354
H -3.569 -0.895 -6.696
H -3.081 -7.205 -2.526
H -0.493 -0.634 -5.709
H 0.606 -4.796 1.396
H -4.026 -0.167 -4.353
H 2.808 -4.061 -0.715
H -1.701 -6.740 -4.522
H -2.765 1.019 4.986
H -5.430 3.433 3.338
H -1.013 -0.392 -4.036
H 7.921 -2.674 -1.558
H -8.219 1.521 0.726
H -2.036 -0.590 4.946
H -2.229 -0.179 -7.602
H -0.877 1.628 -3.952
H 2.866 2.330 -3.449
H 2.983 -7.361 1.076
H 4.930 0.107 -0.351
H -7.325 -0.438 -4.602

**HOMO (alpha / beta)**: -3.4 / -4.7 eV
**Frontier orbital gap (alpha / beta)**: 4.7 / 5.6 eV
**Multiplicity**: 4
**Net charge**: -1
**Expectation value of S²**: 3.8919

***

5.
A molecular structure, C45H29F4IN4OPbS3Sb, computed with wB97M-V/def2-TZVPD.

Atoms and positions in Å:
Pb -0.637 -1.170 1.354
I -0.790 1.528 2.841
Sb 2.150 -1.036 0.335
S -0.013 -4.361 -1.047
S -0.900 -2.084 -2.482
S 0.381 -5.214 0.897
F -2.723 4.512 -3.669
F -5.026 1.544 -0.783
F -4.961 5.823 -4.119
F -7.280 2.824 -1.249
O -0.555 -1.196 -1.318
N -7.603 7.240 -4.340
N -9.640 4.625 -1.711
N -2.167 0.576 -0.074
N -0.266 2.762 -2.896
C -6.234 4.442 -2.656
C -8.620 4.836 -2.194
C 3.618 -2.545 0.706
C -3.767 3.025 -2.144
C 4.797 -2.481 -0.032
C -2.452 1.370 -0.855
C 4.174 0.253 2.251
C 4.776 1.273 2.976
C 3.207 2.857 2.073
C -0.189 -1.729 3.685
C 3.490 -3.450 1.752
C -6.174 3.270 -1.803
C -2.724 -2.036 -2.634
C 3.092 0.543 1.426
C 4.532 -4.321 2.039
C 0.243 -0.459 7.161
C -1.959 -0.447 -4.324
C 0.594 -2.674 6.166
C -0.405 0.592 4.699
C 2.763 -0.151 -4.434
C -3.038 -1.486 -4.021
C -4.981 4.802 -3.293
C -1.319 2.672 -2.443
C -0.422 1.397 5.800
C -5.021 2.621 -1.566
C 0.539 -3.528 5.106
C 2.299 0.658 -2.217
C -0.052 -3.629 0.487
C -3.836 4.133 -3.060
C 5.697 -4.281 1.288
C 2.603 1.844 1.342
C -0.636 -1.134 -4.016
C 2.797 -1.679 -2.575
C 0.233 -1.311 6.034
C 2.949 -1.433 -3.932
C 4.293 2.570 2.888
C -7.383 5.159 -2.835
C 0.067 -3.053 3.862
C 5.835 -3.355 0.262
C -7.471 6.315 -3.672
C -0.109 0.855 7.059
C 2.488 -0.624 -1.720
C 2.436 0.893 -3.579
C -2.587 2.394 -1.836
C -0.132 -0.796 4.749
H 3.209 -2.242 -4.603
H -3.115 -3.039 -2.464
H 2.283 1.891 -3.967
H 2.591 -3.466 2.357
H -2.077 0.436 -3.692
H 6.752 -3.304 -0.310
H 4.765 3.361 3.456
H -1.995 -0.127 -5.365
H 0.537 -0.881 8.113
H 0.816 -4.568 5.208
H 2.883 0.038 -5.492
H 4.435 -5.028 2.853
H -0.658 2.448 5.714
H 4.554 -0.756 2.330
H 0.881 -3.034 7.145
H -0.374 -1.861 -4.786
H 4.919 -1.753 -0.823
H 5.626 1.049 3.607
H 2.054 1.479 -1.554
H 1.761 2.078 0.702
H 2.939 -2.681 -2.188
H 0.208 -0.470 -3.828
H -0.099 -3.778 3.078
H -0.137 1.488 7.935
H 6.504 -4.967 1.508
H -4.042 -1.065 -4.061
H -2.992 -2.288 -4.761
H -3.040 -1.375 -1.828
H 2.829 3.869 2.006

**HOMO (alpha / beta)**: -13.1 / -13.2 eV
**Frontier orbital gap (alpha / beta)**: 5.6 / 5.5 eV
**Multiplicity**: 2
**Net charge**: +2
**Expectation value of S²**: 0.7677

***

6.
2 unconnected molecules or ions with the total composition C2H2BrCl2F, computed with wB97M-V/def2-TZVPD.

Atoms and positions in Å:
Br 2.480 -0.147 0.027
Cl -0.681 1.799 -0.948
Cl -2.659 -0.806 0.145
F -0.434 0.885 1.430
C -0.248 0.598 0.204
C 0.525 -0.519 -0.171
H 0.512 -1.333 0.562
H 0.503 -0.477 -1.249

**HOMO (alpha / beta)**: -9.5 / -9.5 eV
**Frontier orbital gap (alpha / beta)**: 6.7 / 6.7 eV
**Multiplicity**: 1

***

7.
C2H5N3O in the gas phase, computed with wB97M-V/def2-TZVPD.

Atoms and positions in Å:
O 0.815 0.807 -0.600
N 1.795 -1.107 0.073
N -1.459 1.603 0.736
N -0.583 -0.617 0.197
C 0.700 -0.325 -0.114
C -1.189 0.741 -0.143
H 1.766 -2.105 0.167
H 2.621 -0.696 -0.339
H -1.467 0.763 -1.200
H -0.877 -1.352 0.845
H -2.122 2.289 0.378

**HOMO**: -9.6 eV
**Frontier orbital gap**: 10.4 eV
**SMILES**: [H]/N=C/NC(N)=O
**Multiplicity**: 1